(1)
Formula: C6H10N3S
Source: the Open Molecules 2025 dataset
Level of theory: the ωB97M-V functional and the def2-TZVPD basis

Values from the calculation:
Kohn-Sham gap, Ha: 0.279
Multiplicity: 1
Total charge: +1
E_LUMO, eV: -4.70
Highest occupied orbital energy, eV: -12.294

Geometry (Å):
H -2.74 -1.32 1.53
N -1.92 -1.49 0.79
N -0.75 -1.14 1.16
C 0.05 -0.98 0.02
C -0.76 -0.10 -1.05
N -2.14 -0.30 -0.87
C 1.40 -0.39 0.12
C 2.02 0.47 0.95
C 3.31 0.71 0.56
C 3.72 0.02 -0.55
S 2.39 -0.81 -1.21
H -0.75 -0.48 1.95
H 0.20 -2.06 -0.49
H -0.35 -0.32 -1.97
H -0.69 1.02 -0.93
H -2.55 -1.10 -1.43
H -2.76 0.43 -0.67
H 1.65 0.81 1.88
H 3.88 1.68 0.86
H 4.51 0.20 -1.21

=====

(2)
Formula: C6H10N4O2S
Source: the Open Molecules 2025 dataset
Level of theory: the ωB97M-V functional and the def2-TZVPD basis

Values from the calculation:
Kohn-Sham gap, Ha: 0.344
Multiplicity: 1
Total charge: 0
E_LUMO, eV: 0.46
Highest occupied orbital energy, eV: -8.896

Geometry (Å):
N 4.14 -0.90 0.93
C 4.28 -0.50 -0.47
C 3.28 0.79 -0.68
C 1.81 0.39 -0.39
N 1.51 -0.79 0.05
N 0.22 -0.63 0.53
C -0.16 0.62 0.29
S -1.80 1.31 0.11
C -2.75 0.07 1.02
C -3.34 -0.60 -0.16
N -2.30 -1.46 -0.53
O -4.52 -0.55 -0.65
O 0.88 1.28 -0.23
H 3.87 -0.18 1.78
H 3.36 -1.70 0.71
H 5.35 -0.45 -0.79
H 3.93 -1.47 -1.09
H 3.44 1.23 -1.66
H 3.73 1.75 -0.11
H -3.55 0.40 1.90
H -1.91 -0.75 1.39
H -2.38 -2.22 -1.33
H -1.49 -1.58 -0.03

=====

(3)
Formula: C6H10N4OS2
Source: the Open Molecules 2025 dataset
Level of theory: the ωB97M-V functional and the def2-TZVPD basis

Values from the calculation:
Kohn-Sham gap, Ha: 0.307
Multiplicity: 1
Total charge: +2
E_LUMO, eV: -7.98
Highest occupied orbital energy, eV: -16.339

Geometry (Å):
C -1.73 -1.23 1.24
C 0.10 -0.65 -2.92
C -1.03 -0.74 -1.03
C -0.48 0.56 -1.17
C -0.20 -0.61 3.09
C 0.45 2.65 0.16
N -0.76 -0.71 1.85
N -1.82 -1.22 -0.11
N 0.25 0.60 -2.36
N -0.70 -1.42 -2.19
O -0.58 1.72 -0.09
S 0.03 0.99 3.60
S 0.30 -2.01 4.07
H -2.67 -1.59 1.76
H 0.34 -0.80 -4.00
H 0.34 3.06 1.10
H 0.58 3.48 -0.55
H 1.41 2.05 0.24
H -2.63 -1.74 -0.51
H 0.73 1.48 -2.65
H -0.73 -2.47 -2.20
H 1.01 0.71 4.52
H -0.58 -3.11 3.68

=====

(4)
Formula: C6H10N5S
Source: the Open Molecules 2025 dataset
Level of theory: the ωB97M-V functional and the def2-TZVPD basis

Values from the calculation:
Kohn-Sham gap (alpha / beta), Ha: 0.215 / 0.216
Multiplicity: 1
Total charge: +1
E_LUMO (alpha / beta), eV: -6.07 / -6.06
Highest occupied orbital energy (alpha / beta), eV: -11.929 / -11.935

Geometry (Å):
H 0.56 -3.20 -0.17
N 0.22 -2.24 -0.11
N 0.83 -1.43 -0.87
C 0.46 -0.03 -0.85
C 1.70 0.84 -0.52
N 1.80 1.60 0.45
C 0.78 1.72 1.43
C -0.15 0.50 1.46
N -0.59 0.20 0.10
C -1.86 -0.10 -0.17
N -2.33 -0.41 -1.31
C -2.45 -1.26 -2.27
S -2.05 -2.88 -2.17
H 1.61 -1.68 -1.48
H 0.13 0.26 -1.86
H 2.52 0.76 -1.23
H 0.22 2.64 1.22
H 1.27 1.85 2.40
H 0.39 -0.37 1.85
H -1.01 0.68 2.09
H -2.57 0.07 0.63
H -2.92 -0.91 -3.19

=====

(5)
Formula: C6H10NO
Source: the Open Molecules 2025 dataset
Level of theory: the ωB97M-V functional and the def2-TZVPD basis

Values from the calculation:
Kohn-Sham gap, Ha: 0.214
Multiplicity: 1
Total charge: -1
E_LUMO, eV: 3.56
Highest occupied orbital energy, eV: -2.257

Geometry (Å):
C 2.03 -0.38 1.59
N 1.94 -0.31 0.34
C 1.14 0.63 -0.30
C 1.46 1.92 -0.31
C -0.08 0.05 -0.94
C -1.14 -0.31 0.10
C -2.32 -1.16 -0.47
O -3.38 -1.20 0.33
H 2.71 -1.13 2.00
H 1.45 0.28 2.24
H 0.84 2.60 -0.87
H 2.32 2.27 0.26
H -0.48 0.77 -1.66
H 0.21 -0.85 -1.50
H -0.73 -0.89 0.94
H -1.60 0.62 0.44
H -1.89 -2.18 -0.70
H -2.49 -0.73 -1.51

=====

(6)
Formula: C6H10NO
Source: the Open Molecules 2025 dataset
Level of theory: the ωB97M-V functional and the def2-TZVPD basis

Values from the calculation:
Kohn-Sham gap, Ha: 0.282
Multiplicity: 1
Total charge: +1
E_LUMO, eV: -5.44
Highest occupied orbital energy, eV: -13.118

Geometry (Å):
C -1.21 0.63 2.31
N -1.51 0.65 1.06
C -1.26 -0.53 0.19
C -2.28 -1.07 -0.43
C 0.19 -0.90 0.11
C 0.92 -0.24 -1.06
C 2.26 0.40 -0.77
O 2.88 1.01 -1.59
H -1.53 1.50 2.87
H -0.56 -0.14 2.70
H -1.96 1.53 0.84
H -2.11 -2.12 -0.67
H -3.32 -0.83 -0.61
H 0.75 -0.82 1.05
H 0.23 -2.00 0.11
H 1.10 -1.02 -1.80
H 0.29 0.49 -1.58
H 2.78 0.14 0.17

=====

(7)
Formula: C6H10NO2P
Source: the Open Molecules 2025 dataset
Level of theory: the ωB97M-V functional and the def2-TZVPD basis

Values from the calculation:
Kohn-Sham gap, Ha: 0.286
Multiplicity: 1
Total charge: 0
E_LUMO, eV: 0.65
Highest occupied orbital energy, eV: -7.136

Geometry (Å):
C -1.58 -1.07 1.30
C -0.43 -0.82 -1.01
C -1.32 -0.19 2.30
C -0.70 -0.61 0.26
C 0.59 -1.38 -3.17
C -0.26 2.10 0.81
N -0.21 -0.66 -2.21
O -1.71 -0.19 3.65
O 2.51 0.44 -0.14
P 0.24 0.52 1.52
H -2.35 -1.86 1.42
H 0.02 -2.20 -3.40
H 0.96 -0.61 -3.92
H 1.50 -1.84 -2.65
H -0.22 2.88 1.63
H -1.05 2.12 0.07
H 0.65 2.38 0.19
H 3.46 0.40 -0.23
H -2.45 -0.74 3.79
H 2.35 1.33 -0.20

=====

(8)
Formula: C6H10NOP
Source: the Open Molecules 2025 dataset
Level of theory: the ωB97M-V functional and the def2-TZVPD basis

Values from the calculation:
Kohn-Sham gap, Ha: 0.336
Multiplicity: 1
Total charge: 0
E_LUMO, eV: 0.42
Highest occupied orbital energy, eV: -8.724

Geometry (Å):
C -2.12 2.19 -0.31
C -1.59 1.10 -0.24
C 1.90 -0.35 0.09
C -0.95 -0.82 1.20
C -1.01 -1.09 -1.32
C -0.94 -0.15 -0.10
N 0.88 0.46 -0.19
O 1.98 -1.56 0.06
P 3.53 0.62 0.30
H -2.59 3.10 -0.37
H -0.30 -1.68 1.18
H -0.96 -0.13 2.00
H -1.88 -1.44 1.24
H -1.76 -1.76 -1.18
H -1.04 -0.74 -2.28
H -0.12 -1.87 -1.31
H 0.83 1.44 -0.55
H 3.08 0.67 1.70
H 3.06 2.00 0.08

=====

DFT total energy readings, ordered: -21679.380 -27270.214 -36042.982 -24659.477 -9920.042 -9912.216 -21253.873 -19206.024 eV
Energy relative to the best compared isomer or geometry (same formula, charge and spin) readings, ordered: 82.4 40.3 12.2 66.0 0.0 50.2 94.2 89.6 kcal per mole